# C6H12N2O

2 unconnected molecules or ions with the total composition C6H12N2O in a non-equilibrium geometry (ωB97M-V with the def2-TZVPD basis set, the Open Molecules 2025 dataset).

The geometry in XYZ format:
```
21
Properties=species:S:1:pos:R:3:lowdin_charge:R:1
C 1.26847 0.33413 -2.00853 -0.08
C 1.51716 0.45329 0.51067 -0.28
C 0.96803 0.93280 -0.68004 -0.12
O 2.60722 -0.40074 0.44605 -0.02
H 2.50675 -1.31640 0.72067 0.10
H 1.72794 1.20491 1.27124 0.14
H 0.55481 1.92888 -0.62791 0.11
H 0.57310 0.70344 -2.76058 0.07
H 1.18038 -0.75055 -1.93548 0.08
H 2.27727 0.61242 -2.33159 0.09
C -1.35206 -0.08122 0.25856 -0.41
N -1.88184 -0.78423 -0.81587 0.09
C -0.12660 -0.76916 0.99766 -0.29
C -2.05000 0.87205 0.90723 0.01
N 0.01759 -0.84693 2.29053 0.08
H -1.52131 -1.71087 -0.97976 0.08
H -2.88236 -0.73510 -0.93225 0.09
H -0.74462 -0.43967 2.83017 0.04
H 0.02349 -1.71527 0.45750 0.12
H -3.04941 1.15698 0.61242 0.05
H -1.61400 1.35123 1.76931 0.05
```

The LUMO energy (alpha / beta) comes out at 0.355 / 0.354 eV. The gap between HOMO and LUMO (alpha / beta) comes out at 8.33 / 8.33 eV. The electronic energy is -11439.8395 eV. Its SMILES is [H]/N=C\C(=C)N.C/C=C\O. As for the total charge: 0. The calculation puts the energy relative to the best compared isomer or geometry (same formula, charge and spin) at 466.1 kJ/mol.

---

# C25H35BCaF4N6O8S

A molecular structure, C25H35BCaF4N6O8S in a non-equilibrium geometry (ωB97M-V with the def2-TZVPD basis set, the Open Molecules 2025 dataset).

The geometry in XYZ format:
```
81
Properties=species:S:1:pos:R:3:lowdin_charge:R:1
Ca 1.80998 0.01464 0.04171 1.49
C 1.99128 4.25964 -0.48969 -0.01
N 2.30428 3.37354 -1.59209 -0.12
C 3.35778 3.81694 -2.47729 -0.02
C 1.84988 2.12294 -1.56099 -0.45
O 1.00668 1.74034 -0.75529 -0.13
C 2.38708 1.13494 -2.58859 -0.11
O 1.73758 -0.07936 -2.30529 -0.19
C 2.30228 -1.23246 -2.88149 -0.07
C 2.96718 -2.05486 -1.76939 -0.40
O 3.03048 -1.57926 -0.64349 -0.07
N 3.47268 -3.25246 -2.07539 -0.13
C 3.34328 -3.93356 -3.34109 -0.03
C 4.01668 -4.08236 -1.01959 -0.01
H 2.90338 4.48044 0.06781 0.10
H 1.27658 3.76094 0.16351 0.08
H 1.55098 5.18634 -0.85859 0.10
H 4.32348 3.41134 -2.16209 0.11
H 3.40068 4.90434 -2.43499 0.10
H 3.15178 3.51544 -3.50419 0.09
H 3.47448 1.05924 -2.45199 0.15
H 2.14818 1.47074 -3.61319 0.15
H 3.03278 -0.96836 -3.65789 0.15
H 1.47998 -1.81706 -3.30949 0.15
H 3.14858 -3.25146 -4.16239 0.08
H 2.53708 -4.67096 -3.29369 0.11
H 4.27788 -4.45966 -3.54459 0.10
H 4.10858 -3.48806 -0.11479 0.10
H 4.99638 -4.45356 -1.32049 0.10
H 3.35198 -4.92506 -0.82439 0.10
C -0.13712 0.13964 3.49211 0.02
C 1.33008 0.25934 3.32011 -0.33
N 1.91258 0.52564 2.17091 0.03
C 3.25348 0.57264 2.39391 -0.12
C 3.49458 0.32964 3.73041 -0.06
N 2.25578 0.13284 4.28891 0.20
C 4.70428 0.24804 4.58521 -0.50
O 5.85758 0.44014 3.99451 0.13
O 4.58228 0.01334 5.76771 0.09
C 4.18228 0.86624 1.25371 -0.57
O 5.39978 0.91624 1.49371 0.05
O 3.64588 1.05434 0.13801 -0.12
H -0.60272 0.53184 2.59021 0.08
H -0.47752 0.69794 4.36271 0.09
H -0.42512 -0.90576 3.60321 0.10
H 2.13138 -0.07776 5.26891 0.18
H 5.76998 0.63434 2.99061 0.08
C -5.64772 0.11114 2.30751 -0.09
C -4.21892 -0.39196 2.49061 -0.22
C -3.37432 -0.29256 1.22571 -0.18
N -3.13642 1.09564 0.88511 0.02
C -2.46372 1.58024 -0.16429 -0.89
S -1.91902 3.13744 -0.15639 0.65
N -2.22272 0.78044 -1.26989 0.12
C -3.05182 -0.03286 -2.00139 -0.42
O -2.60152 -0.68596 -2.91859 0.10
C -4.50732 -0.02676 -1.66699 -0.17
C -5.18142 -1.24716 -1.72259 -0.03
C -6.53462 -1.31136 -1.44389 -0.07
C -7.23092 -0.15326 -1.12849 -0.09
C -6.57552 1.06804 -1.10899 -0.07
C -5.21812 1.13554 -1.37859 -0.03
H -6.20372 -0.06316 3.22511 0.07
H -6.13622 -0.42006 1.49431 0.06
H -5.67282 1.17534 2.08781 0.07
H -4.25882 -1.44116 2.78751 0.12
H -3.73412 0.16484 3.29661 0.11
H -3.90552 -0.78286 0.40981 0.10
H -2.41722 -0.80766 1.36331 0.10
H -3.25772 1.76364 1.63261 0.12
H -1.28792 0.88564 -1.65619 0.13
H -4.61362 -2.13706 -1.95479 0.12
H -7.04512 -2.26436 -1.46729 0.11
H -8.28502 -0.20706 -0.89779 0.10
H -7.12602 1.96994 -0.87919 0.11
H -4.71442 2.09034 -1.36859 0.11
F 0.46858 -2.91826 -0.56249 0.17
B 0.17498 -2.26846 0.60871 -1.32
F 0.01418 -0.85996 0.28411 -0.07
F 1.24228 -2.32766 1.49441 0.14
F -0.97522 -2.70036 1.18761 0.18
```

The LUMO energy comes out at 0.135 eV. The gap between HOMO and LUMO comes out at 8.47 eV. The electronic energy is -92647.0897 eV. As for the total charge: 0. The calculation puts the energy relative to the best compared isomer or geometry (same formula, charge and spin) at 223.0 kJ/mol.